Record 1
The following is a DFT calculation (the ωB97M-V functional and the def2-TZVPD basis) of 6 unconnected molecules or ions with the total composition C46H77F7NO11.

The geometry in XYZ format:
```
142
Properties=species:S:1:pos:R:3:forces:R:3:mulliken_charge:R:1
C -0.3945 -1.4664 0.0972 0.7 0.5 0.3 -0.715
C 0.8126 -0.5139 0.3136 0.0 -0.6 0.0 -0.230
C 1.7935 -0.4692 -0.8915 -0.5 -0.4 0.3 -0.640
C 1.1085 -0.4457 -2.2594 -0.8 0.5 -0.3 -1.287
C 0.1282 0.7463 -2.4433 0.8 -0.5 0.8 1.274
C 0.9014 2.0599 -2.3092 -0.5 0.6 -0.8 -0.645
C 0.0583 3.3469 -2.5168 0.3 -0.7 0.5 -1.203
C -1.3368 3.3010 -1.8282 0.5 1.2 -0.3 -0.440
C -2.4869 3.6890 -2.7907 1.3 -0.9 0.6 -1.244
C -3.2937 2.5402 -3.4087 -3.3 1.4 -0.6 -0.082
C -4.5341 3.3061 -4.0484 1.0 1.9 1.0 -1.386
N -5.6489 3.1529 -3.0502 -0.3 -2.4 -2.1 -0.658
O -5.3977 3.6424 -1.7799 -0.5 0.7 -0.2 0.316
C -6.1021 4.8734 -1.5117 0.3 1.2 0.4 -0.815
C -5.8416 5.1901 -0.0365 0.3 -0.4 -0.3 0.628
C -4.3312 5.2665 0.2850 -0.3 0.0 0.3 -1.604
C -6.7077 6.3838 0.4575 -0.4 -0.7 1.2 0.467
C -8.0598 5.7709 0.9454 0.7 0.0 -0.4 -1.420
C -6.0534 6.9892 1.7220 -0.3 0.1 -0.5 -1.588
C -5.6202 1.6615 -2.7996 0.0 1.1 1.3 -1.471
C -6.3001 0.7810 -3.8330 0.3 0.8 -0.7 0.610
F -5.6200 0.7224 -4.9943 0.3 0.3 -0.5 -0.316
F -6.3303 -0.4616 -3.3799 -0.1 -0.7 0.8 -0.280
C -7.7488 1.1962 -4.1930 -0.3 -0.6 0.5 0.444
F -8.3064 0.1967 -4.8529 -0.2 -0.9 -0.3 -0.299
F -7.7693 2.2469 -5.0189 0.4 1.0 0.0 -0.252
C -8.6800 1.4872 -2.9776 -0.8 -0.1 -1.2 0.729
F -8.5788 2.7564 -2.5998 0.7 0.7 0.6 -0.268
F -8.4724 0.6642 -1.9868 0.8 -0.4 1.1 -0.224
F -9.9212 1.3174 -3.3596 -1.0 -0.1 -0.5 -0.276
C -4.0906 1.4663 -2.5658 0.4 -2.4 -0.7 -0.362
C -3.7069 1.1072 -1.1202 -0.6 1.0 -0.1 0.311
C -4.5745 0.0387 -0.4553 0.4 -0.7 0.9 1.450
C -4.3377 -1.4004 -0.9979 -0.5 0.3 0.4 -1.778
C -4.2307 0.0756 1.0678 0.0 0.3 -0.5 -1.630
H -0.0262 -2.2954 -0.5099 -0.4 -0.1 0.0 0.363
H -1.2498 -0.9785 -0.3788 0.1 -0.2 -0.1 -0.254
H -0.7191 -1.8536 1.0653 -0.1 0.0 -0.1 0.420
H 0.5037 0.4787 0.6615 -0.1 0.0 -0.3 0.266
H 1.3669 -0.9592 1.1441 0.1 0.3 0.0 0.176
H 2.3738 -1.3962 -0.8476 0.1 0.2 0.1 0.392
H 2.4848 0.3594 -0.7235 0.1 -0.1 -0.3 0.345
H 1.8211 -0.4429 -3.0906 0.1 -0.1 0.2 0.523
H 0.5070 -1.3556 -2.3605 0.2 0.0 -0.1 0.329
H -0.6167 0.6094 -1.6516 0.0 0.3 -0.1 -1.291
H -0.4211 0.6709 -3.3896 0.2 0.1 -0.1 0.296
H 1.6662 2.0480 -3.0969 0.1 0.0 0.2 0.269
H 1.4442 2.1565 -1.3679 -0.2 -0.4 0.1 0.446
H 0.6301 4.1703 -2.0792 -0.1 0.0 -0.2 0.230
H -0.0072 3.5664 -3.5877 -0.3 -0.1 0.1 0.435
H -1.2953 4.0958 -1.0738 -0.2 -0.2 0.1 0.566
H -1.4892 2.3793 -1.2752 -0.1 0.0 -0.2 0.134
H -3.1073 4.4410 -2.3045 -0.3 -0.4 -0.1 0.223
H -2.0288 4.2261 -3.6228 -0.2 0.0 0.0 0.506
H -2.8905 2.0749 -4.3067 0.9 -0.2 0.5 0.998
H -4.8141 3.0359 -5.0651 -0.5 -0.5 0.4 0.230
H -4.4110 4.3924 -4.0584 0.6 -0.2 -0.3 0.663
H -6.5140 3.4793 -3.4987 -0.2 0.3 0.7 1.086
H -5.6849 5.6903 -2.1181 0.0 -0.2 -0.2 0.223
H -7.1742 4.7787 -1.7205 0.1 -0.2 0.0 0.381
H -6.2057 4.3053 0.5048 0.0 0.1 0.0 0.179
H -3.7309 4.5622 -0.2925 -0.1 0.1 -0.1 0.079
H -4.2211 4.9710 1.3296 0.2 0.1 -0.1 0.383
H -3.9244 6.2747 0.1969 0.0 -0.1 -0.3 0.390
H -6.8925 7.1475 -0.3035 0.2 -0.1 -0.1 0.502
H -8.3016 4.8722 0.3680 -0.3 0.3 -0.1 0.320
H -7.8783 5.4125 1.9626 -0.3 0.1 0.0 0.378
H -8.8787 6.4888 0.9320 0.0 -0.1 0.1 0.392
H -5.1614 7.5713 1.4909 0.0 -0.1 0.2 0.363
H -6.7460 7.6296 2.2737 0.0 0.0 -0.2 0.417
H -5.8231 6.1482 2.3796 0.2 0.2 0.1 0.376
H -6.2580 1.5769 -1.9163 0.5 -0.4 0.2 1.316
H -3.9197 0.5210 -3.1067 0.2 0.2 0.1 1.107
H -2.6652 0.7761 -1.0993 -0.2 -0.1 -0.1 -0.777
H -3.7585 2.0252 -0.5191 0.1 -0.1 0.0 -0.049
H -5.6506 0.2364 -0.5045 0.2 0.3 -0.3 0.276
H -3.7714 -1.9574 -0.2498 0.3 0.0 -0.4 0.521
H -3.8529 -1.4450 -1.9754 0.0 0.0 0.1 0.302
H -5.3035 -1.9087 -1.0637 0.1 -0.1 -0.2 0.327
H -4.9010 0.7536 1.6032 0.1 -0.1 0.0 0.364
H -4.2784 -0.9131 1.5240 -0.1 0.1 0.0 0.466
H -3.2109 0.4595 1.1766 -0.1 -0.2 0.2 0.320
O 3.2958 -2.7222 1.3186 -0.2 0.3 0.1 -0.569
C 3.1384 -3.0327 2.4643 0.4 -0.3 -0.2 0.436
O 2.7750 -2.1384 3.4271 0.0 0.0 -0.1 -0.442
C 2.7707 -2.7821 4.7103 -0.1 -0.1 0.2 -0.240
C 2.6215 -4.2655 4.4123 0.1 -0.2 0.0 -0.517
C 3.3412 -4.4040 3.0722 -0.8 0.7 0.7 0.131
H 3.7109 -2.5520 5.2162 0.0 0.0 0.0 0.025
H 1.9479 -2.3917 5.3065 0.0 0.2 -0.1 0.360
H 3.0238 -4.9043 5.1980 0.0 0.1 0.0 0.326
H 1.5650 -4.5118 4.2875 0.0 0.0 0.0 0.283
H 4.4068 -4.5804 3.1970 0.0 -0.1 -0.2 -0.166
H 2.9019 -5.1695 2.4557 0.2 0.0 -0.2 0.471
O 4.3539 -6.5824 1.8922 0.5 -0.5 0.1 -0.575
C 5.3833 -7.1419 2.1540 -0.1 -0.1 -0.5 0.350
O 6.2871 -6.6586 3.0377 -0.4 -0.2 -0.2 -0.209
C 7.4640 -7.5023 3.0488 0.3 -0.2 0.1 -0.236
C 6.9911 -8.8423 2.5143 -0.1 -0.2 -0.1 -0.578
C 5.8911 -8.4308 1.5420 0.2 -0.2 0.5 -0.500
H 8.2230 -7.0442 2.4164 0.0 0.0 0.0 0.217
H 7.8508 -7.5699 4.0626 0.0 0.3 0.0 0.188
H 7.7888 -9.4266 2.0599 0.0 0.1 0.0 0.357
H 6.5603 -9.4349 3.3242 0.0 0.0 0.0 0.279
H 6.2835 -8.2165 0.5466 -0.1 0.0 0.0 0.270
H 5.0964 -9.1701 1.4846 -0.1 0.2 -0.2 0.337
O 8.9120 -6.1591 6.0176 0.1 0.1 0.5 -0.534
C 8.1624 -5.2365 6.1511 -0.1 -0.4 -0.3 0.384
O 8.0060 -4.5633 7.3220 0.1 0.0 -0.1 -0.400
C 6.9614 -3.5866 7.1860 -0.1 0.2 0.0 -0.472
C 6.8551 -3.3209 5.6925 0.0 0.0 -0.1 -0.164
C 7.2326 -4.6736 5.0987 0.1 0.7 0.3 0.018
H 6.0404 -4.0041 7.6007 0.0 0.0 0.0 0.271
H 7.2269 -2.6943 7.7494 0.1 -0.1 0.1 0.355
H 5.8735 -2.9628 5.3884 0.0 0.0 0.1 -0.122
H 7.5915 -2.5714 5.3959 0.0 0.0 0.0 0.269
H 6.3719 -5.3338 5.0016 0.1 -0.1 -0.1 0.126
H 7.7419 -4.5729 4.1443 0.0 -0.4 0.0 0.302
O -3.1492 6.2208 -4.7119 -0.3 -0.3 0.0 -0.568
C -3.4952 6.1530 -5.8577 0.4 0.4 0.0 0.490
O -3.8718 4.9856 -6.4465 0.0 0.2 0.0 -0.304
C -4.1301 5.2161 -7.8502 -0.1 0.0 -0.4 -0.481
C -4.4180 6.7023 -7.9652 0.0 0.2 0.0 -0.551
C -3.5465 7.2854 -6.8580 -0.5 -0.2 -0.3 -0.489
H -3.2458 4.9190 -8.4163 0.0 0.0 0.1 0.282
H -4.9726 4.6048 -8.1666 0.1 -0.1 0.2 0.337
H -4.2058 7.1045 -8.9535 0.0 -0.1 0.0 0.354
H -5.4695 6.8946 -7.7434 0.0 0.0 0.0 0.265
H -2.5326 7.4966 -7.2014 0.0 0.1 0.1 0.290
H -3.9884 8.1735 -6.4147 0.3 0.0 0.1 0.319
O 10.2295 -6.0730 3.5127 0.2 -0.1 -0.4 -0.475
C 11.3341 -5.9434 3.9534 -0.4 0.1 0.3 0.395
O 12.3145 -6.8651 3.7853 -0.1 0.1 -0.1 -0.368
C 13.4847 -6.4750 4.5236 0.2 0.0 0.1 -0.430
C 13.3530 -4.9731 4.7163 0.0 0.2 0.1 -0.560
C 11.8410 -4.7951 4.7995 0.5 0.0 -0.2 -0.278
H 13.4920 -7.0167 5.4719 0.0 0.0 0.0 0.261
H 14.3742 -6.7447 3.9581 -0.1 -0.1 -0.1 0.315
H 13.8919 -4.6027 5.5868 0.0 -0.1 0.0 0.325
H 13.7363 -4.4512 3.8373 0.0 0.0 0.0 0.276
H 11.4685 -4.9199 5.8176 -0.1 0.0 -0.1 0.209
H 11.5176 -3.8407 4.3915 -0.2 -0.1 0.1 0.330
```
Positions in Å, forces in eV/Å.

Results
HOMO energy	-11.0	eV
2S+1	1
E_tot	-91979.3572	eV
total charge	+1
F_max	3.6	eV Å⁻¹

Record 2
The following is a DFT calculation (the ωB97M-V functional and the def2-TZVPD basis) of 3 unconnected molecules or ions with the total composition C4H12O3S.

The geometry in XYZ format:
```
20
Properties=species:S:1:pos:R:3:forces:R:3:mulliken_charge:R:1
O 1.3033 -2.9588 -1.3139 1.8 2.7 1.9 -0.518
C 1.6083 -1.8235 -0.8596 -1.6 -3.9 -3.3 -0.044
C 0.6388 -0.7653 -1.0670 -2.0 2.9 -1.6 -0.398
C 0.3447 0.0510 0.1820 1.3 0.4 1.2 -0.241
C -1.1064 0.0900 0.6025 -1.8 -2.1 0.3 -0.623
S -1.5672 1.2086 1.9733 1.8 0.0 0.2 -0.282
H 2.5981 -1.5580 -0.4894 0.3 -0.3 0.5 0.317
H -0.3158 -1.0969 -1.4845 0.2 -0.9 0.3 0.280
H 0.8795 -0.0469 -1.9137 0.7 -0.8 0.9 0.335
H 0.9399 -0.5515 0.9702 -1.0 1.6 -0.5 0.190
H 0.7718 1.0910 0.1037 -0.5 -1.3 0.3 0.298
H -1.4102 -0.9368 0.9189 0.7 0.4 0.3 0.388
H -1.9388 0.1422 -0.1374 1.3 1.0 -0.1 0.212
H -0.2814 1.2270 2.5508 -1.4 0.0 -0.5 0.117
O -3.6798 0.4255 -1.0776 1.4 -4.2 -6.3 -0.643
H -3.7292 0.6727 -2.1026 0.3 -1.3 3.2 0.324
H -3.9635 1.1882 -0.7602 -2.1 5.5 3.0 0.289
O 2.5519 1.3138 1.3481 1.2 -4.0 1.9 -0.619
H 3.2026 1.8389 0.9575 1.5 1.8 -1.1 0.297
H 3.1534 0.4886 1.5990 -2.2 2.4 -0.6 0.320
```
Positions in Å, forces in eV/Å.

Results
HOMO energy	-8.6	eV
SMILES	O=CCCCS.O.O
energy above the lowest of the compared OMol25 structures with the same formula, charge and spin	43.65	kcal/mol
2S+1	1
E_tot	-21317.8540	eV
F_max	7.7	eV Å⁻¹

Record 3
The following is a DFT calculation (the ωB97M-V functional and the def2-TZVPD basis) of a single C3H7N5 molecule.

The geometry in XYZ format:
```
15
Properties=species:S:1:pos:R:3:forces:R:3:mulliken_charge:R:1
H 2.1840 -2.0360 0.8779 -1.4 0.9 -0.3 0.252
N 1.2173 -1.6044 0.8310 1.4 -0.5 -0.2 -0.592
C 0.8614 -1.3559 -0.3552 -0.8 -2.6 -3.4 0.146
N -0.5315 -1.1570 -0.7131 2.7 -2.3 -0.6 -0.494
C -1.0993 -0.2180 -0.1742 -1.8 2.6 2.0 0.433
N -2.4648 -0.0954 -0.0046 -0.7 2.3 -0.7 -0.508
N -0.4715 0.7904 0.5121 1.0 2.8 1.4 -0.275
C 0.8058 1.3448 0.2351 -2.4 0.3 0.7 -0.106
N 1.3824 1.2110 -0.8782 3.6 0.2 1.0 -0.564
H 2.4411 1.5028 -0.6733 -2.9 -0.3 -1.1 0.248
H 1.3503 -1.6441 -1.4134 -0.1 0.8 2.7 0.274
H -2.9213 -0.8910 -0.4116 -0.7 0.2 -0.3 0.262
H -2.8317 0.9165 -0.2198 0.7 -3.1 0.4 0.272
H -0.9939 1.2357 1.3102 0.9 -0.9 -1.4 0.303
H 1.0719 2.0006 1.0771 0.5 -0.4 -0.2 0.349
```
Positions in Å, forces in eV/Å.

Results
HOMO energy	-9.2	eV
SMILES	[H]/N=C/N=C(/N)N/C=N/[H]
energy above the lowest of the compared OMol25 structures with the same formula, charge and spin	38.41	kcal/mol
2S+1	1
E_tot	-10673.3352	eV
F_max	4.4	eV Å⁻¹

Record 4
The following is a DFT calculation (the ωB97M-V functional and the def2-TZVPD basis) of a molecular structure, CH4O2S.

The geometry in XYZ format:
```
8
Properties=species:S:1:pos:R:3:forces:R:3:mulliken_charge:R:1
C 1.3881 -0.3443 0.1324 -1.2 0.6 -2.6 0.559
O 1.8173 0.1378 1.0894 1.9 1.1 4.1 -0.419
O 1.3875 0.3144 -1.0263 -0.4 1.1 -1.7 -0.468
S 0.5733 -1.8477 0.0421 -1.7 -1.3 -1.1 -0.205
H -1.0213 1.2115 0.2115 0.1 1.1 2.2 -0.137
H -0.9684 1.5839 0.9533 -0.1 -1.1 -2.2 0.154
H 1.5025 1.2846 -0.8723 0.2 -1.1 0.1 0.356
H -0.2998 -1.5128 -1.0175 1.2 -0.4 1.1 0.160
```
Positions in Å, forces in eV/Å.

Results
HOMO energy	-10.3	eV
energy above the lowest of the compared OMol25 structures with the same formula, charge and spin	24.83	kcal/mol
2S+1	1
E_tot	-16030.9985	eV
F_max	4.7	eV Å⁻¹

Record 5
The following is a DFT calculation (the ωB97M-V functional and the def2-TZVPD basis) of 2 unconnected molecules or ions with the total composition C5H13N3O.

The geometry in XYZ format:
```
22
Properties=species:S:1:pos:R:3:forces:R:3:mulliken_charge:R:1
C -0.1001 2.6549 -0.5819 -0.1 0.0 -0.1 -0.849
N 0.1081 2.0285 0.6930 0.2 0.2 0.2 -0.580
C -0.2573 0.8818 1.0632 -0.8 -1.6 -0.9 0.576
N 0.0148 0.4996 2.3713 0.0 -0.4 0.3 -0.599
N -0.8855 -0.2187 0.3441 0.3 1.5 1.2 -0.101
C -1.5807 -0.0839 -0.9172 0.0 0.3 0.1 -0.977
H 0.4483 2.1454 -1.3820 0.0 0.1 0.0 0.272
H 0.2937 3.6701 -0.5017 -0.1 -0.1 -0.2 0.287
H -1.1559 2.7190 -0.8631 0.0 0.0 -0.1 0.284
H 0.6110 1.1729 2.8306 -0.1 0.0 -0.1 0.273
H 0.3642 -0.4497 2.4578 -0.1 0.2 0.0 0.253
H -1.3473 -0.8610 0.9739 0.1 0.2 0.1 0.256
H -2.5061 0.4980 -0.8393 0.1 0.1 -0.1 0.329
H -1.8536 -1.0781 -1.2742 0.2 0.0 0.0 0.318
H -0.9178 0.3812 -1.6429 -0.1 -0.1 -0.1 0.302
C 1.1918 -2.1218 -1.2570 0.0 0.4 0.3 -0.973
C 1.3922 -1.4975 -0.0975 1.2 -0.9 -0.5 0.293
O 1.2341 -2.0800 1.1273 -0.3 -0.1 0.1 -0.489
H 1.3757 -1.6257 -2.1915 0.2 0.2 -0.1 0.301
H 0.8342 -3.1372 -1.3134 -0.2 -0.2 0.1 0.215
H 1.9516 -0.5709 -0.0050 -0.5 0.2 -0.1 0.331
H 0.7847 -2.9268 1.0056 0.1 0.1 0.0 0.280
```
Positions in Å, forces in eV/Å.

Results
HOMO energy	-8.4	eV
SMILES	C/N=C(/N)NC.C=CO
energy above the lowest of the compared OMol25 structures with the same formula, charge and spin	54.04	kcal/mol
2S+1	1
E_tot	-11912.2734	eV
F_max	2.0	eV Å⁻¹

Record 6
The following is a DFT calculation (the ωB97M-V functional and the def2-TZVPD basis) of a molecular structure, C5H10O3Rh.

The geometry in XYZ format:
```
19
Properties=species:S:1:pos:R:3:forces:R:3:mulliken_charge:R:1
C 1.4719 2.7800 1.3375 0.5 1.0 0.9 -0.689
O 0.8908 1.8806 0.4227 0.9 0.5 -0.1 -0.289
C 1.5731 1.7402 -0.8661 1.5 0.4 -0.4 0.135
C 0.7759 0.7562 -1.6876 0.5 0.4 -1.7 -1.069
H 0.8539 2.7792 2.2422 0.2 0.0 -0.3 0.303
H 2.4983 2.4724 1.5939 -0.4 0.0 -0.1 0.292
H 1.5012 3.7913 0.9025 -0.1 -0.3 0.1 0.267
H 2.6143 1.4450 -0.6547 -0.4 -0.1 0.0 0.342
H 1.5998 2.7541 -1.2997 -0.1 -0.4 0.0 0.355
H 0.4289 1.2799 -2.5908 -0.8 -0.1 0.6 0.292
H 1.2105 -0.1525 -2.1294 0.4 0.2 1.0 0.303
O 0.1839 -1.0964 1.3445 -0.1 -1.9 0.3 -0.582
C -0.5997 -2.0404 1.1812 0.1 0.3 1.2 0.157
C -1.8111 -1.8611 0.3380 -0.1 -2.1 -1.0 -0.122
O -2.0367 -0.5451 0.0465 -0.6 -0.1 -0.1 -0.666
Rh -0.4240 0.4229 0.0939 -1.3 1.5 -1.0 0.906
H -0.4975 -2.9554 1.7923 0.3 0.1 -0.4 0.439
H -2.6465 -2.3181 0.9167 0.2 0.0 -0.6 0.349
H -1.5874 -2.4692 -0.6485 -0.7 0.6 1.7 0.277
```
Positions in Å, forces in eV/Å.

Results
HOMO energy (spin up / spin down)	-12.2 / -14.2	eV
energy above the lowest of the compared OMol25 structures with the same formula, charge and spin	0.00	kcal/mol
2S+1	5
E_tot	-14484.6998	eV
total charge	+1
F_max	2.3	eV Å⁻¹

- Look up the E_tot of the fifth one.
  -11912.2734 eV

Repeat the second record exactly.
The following is a DFT calculation (the ωB97M-V functional and the def2-TZVPD basis) of 3 unconnected molecules or ions with the total composition C4H12O3S.

The geometry in XYZ format:
```
20
Properties=species:S:1:pos:R:3:forces:R:3:mulliken_charge:R:1
O 1.3033 -2.9588 -1.3139 1.8 2.7 1.9 -0.518
C 1.6083 -1.8235 -0.8596 -1.6 -3.9 -3.3 -0.044
C 0.6388 -0.7653 -1.0670 -2.0 2.9 -1.6 -0.398
C 0.3447 0.0510 0.1820 1.3 0.4 1.2 -0.241
C -1.1064 0.0900 0.6025 -1.8 -2.1 0.3 -0.623
S -1.5672 1.2086 1.9733 1.8 0.0 0.2 -0.282
H 2.5981 -1.5580 -0.4894 0.3 -0.3 0.5 0.317
H -0.3158 -1.0969 -1.4845 0.2 -0.9 0.3 0.280
H 0.8795 -0.0469 -1.9137 0.7 -0.8 0.9 0.335
H 0.9399 -0.5515 0.9702 -1.0 1.6 -0.5 0.190
H 0.7718 1.0910 0.1037 -0.5 -1.3 0.3 0.298
H -1.4102 -0.9368 0.9189 0.7 0.4 0.3 0.388
H -1.9388 0.1422 -0.1374 1.3 1.0 -0.1 0.212
H -0.2814 1.2270 2.5508 -1.4 0.0 -0.5 0.117
O -3.6798 0.4255 -1.0776 1.4 -4.2 -6.3 -0.643
H -3.7292 0.6727 -2.1026 0.3 -1.3 3.2 0.324
H -3.9635 1.1882 -0.7602 -2.1 5.5 3.0 0.289
O 2.5519 1.3138 1.3481 1.2 -4.0 1.9 -0.619
H 3.2026 1.8389 0.9575 1.5 1.8 -1.1 0.297
H 3.1534 0.4886 1.5990 -2.2 2.4 -0.6 0.320
```
Positions in Å, forces in eV/Å.

Results
HOMO energy	-8.6	eV
SMILES	O=CCCCS.O.O
energy above the lowest of the compared OMol25 structures with the same formula, charge and spin	43.65	kcal/mol
2S+1	1
E_tot	-21317.8540	eV
F_max	7.7	eV Å⁻¹

- Among the records above, which one has the highest 2S+1?
  C5H10O3Rh

- What is the E_tot in the second record?
  -21317.8540 eV